1.
ORCA calculation (the ωB97M-V functional and the def2-TZVPD basis) on a 3-piece molecular cluster, C19H41ClF3O5P overall.

The LUMO energy comes out at 0.34 eV. For the max |F|, the calculation gives 0.60 eV Å⁻¹. Its structure (SMILES) is O=[P@@](O)(OCCCCl)OCCOCC(F)(F)F.CCCCCC.CCCCCC. For the HOMO-LUMO gap, the calculation gives 11.08 eV.

The geometry in XYZ format:
```
70
Properties=species:S:1:pos:R:3:forces:R:3:nbo_charge:R:1
F 3.7419 0.2715 2.2167 -0.42 0.39 0.17 -0.323
H 3.6313 -2.0288 -1.3446 0.04 -0.18 0.08 0.185
H 2.4961 3.7683 -0.7486 0.05 -0.01 -0.02 0.207
H -0.6393 -5.1568 -0.7195 0.08 0.12 -0.30 0.519
C 2.2981 7.0745 -1.6579 -0.01 0.00 0.00 -0.397
H 3.6872 6.2041 0.6757 -0.01 0.01 0.00 0.192
H 2.7506 -1.4837 0.8717 0.15 -0.08 0.03 0.206
C -6.0766 -5.0146 2.6857 0.00 -0.01 0.00 -0.399
P -0.1611 -3.0864 -0.6520 0.05 -0.15 -0.43 2.565
H 4.0307 3.7871 0.1240 0.03 -0.05 0.03 0.210
O 4.3840 -2.7271 0.4651 -0.11 -0.11 0.07 -0.515
H 0.9319 5.8143 -0.5880 0.00 0.00 0.01 0.201
C -3.9574 -2.2079 1.4797 0.04 -0.04 -0.01 -0.618
H 3.1002 8.8242 0.4424 0.00 0.00 0.00 0.201
H 4.4892 -3.5865 -1.3449 -0.13 0.07 0.15 0.209
H -2.8801 -2.0684 1.5636 -0.01 0.02 0.00 0.234
C 2.4324 -3.6822 -0.6907 -0.10 -0.17 0.28 -0.102
H -4.3805 -1.3304 0.9839 -0.02 0.00 0.01 0.195
H -6.6944 -5.0174 3.5876 0.00 -0.01 0.00 0.201
H 3.3444 -2.4702 2.2326 0.00 0.12 -0.15 0.209
H -6.1767 -2.8933 -0.0900 0.01 0.00 0.00 0.199
H -7.1309 -6.6423 1.7140 0.00 0.00 -0.01 0.200
H -0.5875 0.7398 -2.9930 0.08 -0.15 0.11 0.224
H 4.2223 9.7700 -0.5275 -0.01 0.00 -0.01 0.209
H -3.8073 -4.3329 1.2000 0.00 -0.01 -0.01 0.192
H -7.6096 -4.0940 1.4946 0.00 0.00 0.01 0.198
C 3.3364 4.3995 -0.4492 -0.08 0.05 -0.02 -0.614
H -4.3690 -2.2499 2.4899 -0.01 0.00 0.00 0.196
H 2.5068 6.2914 -2.3917 -0.01 -0.01 0.01 0.200
C -6.5664 -3.8986 1.7638 -0.01 0.00 -0.01 -0.396
H 2.3102 -4.4328 -1.4774 0.02 0.15 0.09 0.206
H 2.3470 -4.1696 0.2900 0.09 -0.03 -0.23 0.201
O -0.8526 -2.1282 -1.6921 0.03 0.32 0.42 -0.826
C -4.2633 -3.4778 0.6925 0.01 0.05 -0.02 -0.396
C 3.6471 -1.9066 1.3408 -0.15 0.09 -0.07 -0.165
H -5.4629 -6.4579 1.1743 0.00 0.00 0.00 0.199
H -5.0580 -4.7988 3.0199 0.00 0.01 0.01 0.195
C 3.5375 7.9555 -1.5066 0.00 0.01 0.00 -0.399
C 4.5092 -0.7391 1.8099 0.03 -0.37 -0.16 0.953
H 2.5025 9.7691 -0.9208 -0.01 0.00 0.01 0.200
F 5.2888 -1.0763 2.8371 0.31 -0.24 0.41 -0.323
O -0.7117 -3.0530 0.7012 0.07 -0.02 -0.20 -1.087
H 1.0995 0.3255 -2.7183 -0.21 -0.01 0.02 0.219
C -6.1187 -6.3975 2.0444 0.01 0.01 0.01 -0.610
C 1.8024 6.4375 -0.3578 -0.01 0.00 -0.01 -0.397
H -5.8019 -7.1689 2.7477 -0.01 0.00 0.00 0.208
H 0.6705 -1.9159 -3.0806 -0.07 0.13 0.11 0.189
C -0.0840 0.4736 -0.9386 0.03 -0.22 0.08 -0.360
C 2.8386 5.5839 0.3723 0.00 0.00 0.01 -0.398
O 1.3746 -2.7082 -0.8105 0.03 0.13 -0.16 -0.848
C -5.7550 -3.7294 0.4773 0.00 0.00 0.00 -0.397
C 0.0738 0.0916 -2.4075 0.01 0.06 -0.07 -0.456
C -0.2278 -1.3838 -2.7568 -0.04 -0.18 -0.19 -0.047
H 1.4420 7.2178 0.3183 0.00 0.00 -0.01 0.199
Cl -0.1175 2.2576 -0.7774 0.03 -0.04 0.00 -0.070
H -3.7760 -3.4145 -0.2850 0.01 0.00 0.01 0.198
H 4.3780 7.3546 -1.1479 0.00 -0.01 -0.01 0.194
H -1.0114 0.0989 -0.5037 0.12 0.05 -0.11 0.230
H 2.3907 5.2138 1.2984 0.01 0.00 0.00 0.203
H 1.4866 7.6751 -2.0818 0.01 0.00 0.00 0.199
H -5.8818 -4.6136 -0.1539 -0.01 0.00 0.01 0.196
H 3.8288 8.3194 -2.4955 0.00 0.00 0.01 0.200
C 3.3297 9.1448 -0.5750 0.01 -0.01 -0.01 -0.610
O -0.2500 -4.5297 -1.3523 -0.15 -0.06 0.56 -0.999
H -6.5703 -2.9569 2.3189 0.00 0.00 -0.01 0.202
H 3.8533 4.7236 -1.3545 0.00 0.00 0.01 0.197
F 5.3102 -0.2831 0.8498 0.10 0.18 -0.42 -0.318
H -0.9549 -1.4320 -3.5710 0.16 0.03 0.09 0.200
C 3.7740 -2.9713 -0.7902 0.07 0.19 -0.11 -0.087
H 0.7562 0.1291 -0.3311 -0.17 -0.02 -0.08 0.214
```
Forces are in eV/Å.


2.
ORCA calculation (the ωB97M-V functional and the def2-TZVPD basis) on one molecule with the formula C7H17N in a non-equilibrium geometry.

The LUMO energy comes out at 1.07 eV. For the max |F|, the calculation gives 2.61 eV Å⁻¹. Its structure (SMILES) is CCCCCN(C)C. As for the energy above the lowest of the compared OMol25 structures with the same formula, charge and spin: 58.1 kcal per mole. For the HOMO-LUMO gap, the calculation gives 9.06 eV.

The geometry in XYZ format:
```
25
Properties=species:S:1:pos:R:3:forces:R:3:nbo_charge:R:1
H 1.9082 1.3104 -1.0428 0.98 -1.11 0.08 0.209
C 0.0908 1.2487 1.7356 0.10 -0.04 -0.63 -0.428
H -3.6160 -0.7002 -1.2122 0.20 0.40 0.90 0.206
C -0.3872 -1.1182 -0.8933 -0.56 -0.42 1.51 -0.400
H 1.8422 -0.4859 -0.3393 0.76 0.51 -0.16 0.179
C 1.4259 0.5241 -0.4400 -2.13 1.51 -0.14 -0.216
H 2.7236 1.8528 2.2250 0.19 -0.70 0.14 0.195
H -2.8954 -1.1286 0.3936 0.27 0.45 0.63 0.208
N 1.2861 1.2353 0.8700 1.08 -1.26 0.45 -0.471
H 0.3598 -1.8517 -1.1678 0.50 0.17 -1.04 0.204
C -2.9957 -1.4078 -0.6320 -2.20 0.04 -1.36 -0.622
H -0.7274 0.6937 1.2342 0.30 0.03 0.76 0.199
C 2.4627 0.9264 1.6775 0.52 0.96 -0.37 -0.413
H -3.7239 -2.2643 -0.6513 1.15 0.18 0.08 0.209
H -1.8519 -1.0339 -2.3915 -0.04 -1.23 -0.01 0.204
C -1.7360 -1.6034 -1.4469 0.89 0.05 0.26 -0.413
H 2.3413 0.0752 2.3452 -0.36 -0.09 0.45 0.165
H -0.2185 2.3052 1.7340 -0.24 -0.34 0.68 0.197
H 0.1145 0.6872 -2.2484 0.19 -1.25 1.04 0.213
H -0.3484 -1.4167 0.2084 -0.31 1.21 -0.73 0.195
H -1.5912 -2.6849 -1.4709 -0.11 0.04 -1.14 0.208
C 0.0777 0.3250 -1.1683 -0.24 0.39 0.25 -0.428
H -0.6035 1.0840 -0.7514 -0.16 -0.44 0.04 0.207
H 0.3318 0.8769 2.7960 -0.59 0.42 -1.61 0.194
H 3.3169 0.6166 1.0591 -0.18 0.53 -0.08 0.198
```
Forces are in eV/Å.


3.
ORCA calculation (the ωB97M-V functional and the def2-TZVPD basis) on C19H18BrCl2CrN7O4 as an isolated structure in a non-equilibrium geometry.

As for the charge: +1. The LUMO energy (spin up / spin down) comes out at -4.53 / -4.09 eV. For the max |F|, the calculation gives 2.57 eV Å⁻¹. As for the energy above the lowest of the compared OMol25 structures with the same formula, charge and spin: 29.2 kcal per mole. For the HOMO-LUMO gap (spin up / spin down), the calculation gives 6.20 / 6.64 eV. Its spin multiplicity is 2. As for the expectation value of S²: 0.76.

The geometry in XYZ format:
```
52
Properties=species:S:1:pos:R:3:forces:R:3:nbo_charge:R:1
C -1.9565 1.6438 -4.8103 -0.05 -0.10 -0.15 -0.241
C -3.1190 3.2527 -3.4616 0.07 -0.02 0.40 -0.284
C 4.2367 -4.5181 0.0945 -0.26 0.19 0.01 -0.189
H -0.7402 0.2324 -3.7759 0.05 -0.13 0.01 0.207
N -0.3024 4.8306 2.3329 0.78 -1.70 -0.35 0.222
C 4.3198 -5.7141 -0.5872 0.00 -0.10 -0.05 -0.197
C -1.4169 1.0666 -3.6744 -0.05 0.16 0.05 -0.182
C 2.1314 -1.6175 0.8336 0.95 -0.30 0.90 -0.085
H -3.2942 3.1294 -5.5821 -0.01 0.05 -0.07 0.225
Cl -1.5236 -0.6519 5.3604 -0.06 -0.19 0.07 0.024
C -2.5395 2.7115 -2.3155 0.25 -0.34 -0.58 0.401
C 2.9948 -2.6423 1.0157 -0.53 1.22 0.21 -0.149
H 1.0229 -6.3174 -1.0272 -0.03 -0.02 0.00 0.229
H -0.5511 6.7755 2.6033 0.20 -0.17 -0.09 0.417
C -1.7257 1.5711 -2.4194 0.07 0.21 0.47 -0.174
O -2.7751 3.3032 -1.1270 -0.17 0.04 0.52 -0.686
C 2.9931 -3.9171 0.3367 0.07 -0.75 -0.37 -0.032
O -0.7521 1.7492 -0.2069 0.94 1.38 0.29 -0.622
H -3.7883 4.0913 -3.3511 -0.03 0.13 0.00 0.230
Cr 0.2123 1.0817 1.0939 -0.27 -1.72 1.90 1.225
N 0.3613 -0.4263 -0.2254 0.78 -1.21 0.10 -0.234
H -2.1762 2.9289 -0.4562 -0.17 0.31 -0.17 0.497
H -1.4770 6.0512 1.3315 0.18 -0.06 0.00 0.417
Cl -3.6072 0.7504 3.8870 -0.09 -0.07 0.01 0.013
Br 2.3831 -0.0057 1.9283 0.13 -0.37 -0.55 0.203
H -2.2552 0.5165 -0.6299 0.27 0.16 -0.26 0.199
O -1.8113 -0.5048 1.5246 -0.08 0.18 -0.24 -0.659
H 5.1350 -4.0196 0.4229 0.15 0.05 0.07 0.219
H 0.8679 -4.1969 0.2005 -0.14 0.02 0.00 0.214
C -2.8358 2.7120 -4.6987 0.13 -0.12 0.03 -0.169
N -0.5146 3.7965 1.5758 -0.83 0.95 -0.36 -0.036
C 1.9250 -5.7998 -0.7334 -0.02 -0.10 -0.09 -0.201
C -1.4848 -0.2049 2.6739 -0.94 -0.82 -0.22 0.756
H -0.7434 -1.0257 -1.8146 0.10 0.14 0.26 0.397
N -1.0024 5.9585 2.2189 -0.96 0.89 0.08 -0.593
C 3.1655 -6.3562 -1.0121 -0.05 0.12 0.06 -0.169
O -0.4299 0.4334 2.9260 1.34 0.99 -0.50 -0.682
N 0.6010 4.6350 3.2570 0.32 0.28 0.68 -0.239
H 1.6891 2.8526 3.6403 0.04 0.01 0.10 0.237
H -2.9370 -1.5038 3.6645 0.18 0.26 0.00 0.256
H 1.0581 -2.2469 -0.9139 0.03 0.07 0.03 0.229
H 3.8116 -2.4872 1.7080 0.05 0.07 0.08 0.239
H 5.2868 -6.1507 -0.7806 0.09 -0.06 -0.03 0.231
N 0.2847 2.8565 2.0240 -0.05 0.73 0.14 -0.371
C 1.8356 -4.5927 -0.0681 0.13 0.23 0.18 -0.219
C -1.3288 0.8991 -1.1159 -1.50 -1.18 -0.65 0.211
C 1.1167 -1.4766 -0.1470 -0.84 0.60 -0.69 0.006
C 0.9585 3.3783 3.0556 -0.07 0.09 -0.19 0.177
H 3.2285 -7.2930 -1.5424 0.02 -0.11 -0.04 0.230
N -0.4132 -0.2170 -1.2930 -0.26 -0.05 -0.83 -0.403
C -2.4074 -0.5649 3.8412 0.09 0.18 -0.07 -0.313
H -1.7104 1.2432 -5.7810 0.02 -0.03 -0.09 0.222
```
Forces are in eV/Å.


4.
ORCA calculation (the ωB97M-V functional and the def2-TZVPD basis) on one molecule with the formula C2H3N3O in a non-equilibrium geometry.

The LUMO energy comes out at 0.91 eV. For the max |F|, the calculation gives 2.05 eV Å⁻¹. Its structure (SMILES) is Oc1nc[nH]n1. As for the energy above the lowest of the compared OMol25 structures with the same formula, charge and spin: 10.2 kcal per mole. For the HOMO-LUMO gap, the calculation gives 10.24 eV.

The geometry in XYZ format:
```
9
Properties=species:S:1:pos:R:3:forces:R:3:nbo_charge:R:1
N 1.0862 -0.7303 -0.0610 0.33 0.52 0.32 -0.353
N -0.1864 1.0608 0.0070 -0.19 -0.93 -0.66 -0.532
H 1.9578 1.2576 0.0094 -0.87 -0.77 -0.21 0.210
N -0.1621 -1.2229 0.0109 -0.68 0.41 -0.50 -0.331
C 1.0531 0.6121 -0.0515 1.23 0.80 0.63 0.186
O -2.2203 -0.2232 -0.0462 0.04 2.04 0.23 -0.640
C -0.8813 -0.1159 -0.0310 0.17 -1.09 0.57 0.552
H -2.4981 0.7224 0.0598 -0.20 -1.15 -0.18 0.491
H 1.8512 -1.3607 0.1026 0.17 0.17 -0.18 0.416
```
Forces are in eV/Å.


5.
ORCA calculation (the ωB97M-V functional and the def2-TZVPD basis) on a 2-piece molecular cluster, C4H10S overall.

The LUMO energy comes out at 1.03 eV. For the max |F|, the calculation gives 0.90 eV Å⁻¹. Its structure (SMILES) is C=C.CCS. As for the energy above the lowest of the compared OMol25 structures with the same formula, charge and spin: 26.1 kcal per mole. For the HOMO-LUMO gap, the calculation gives 10.06 eV.

The geometry in XYZ format:
```
15
Properties=species:S:1:pos:R:3:forces:R:3:nbo_charge:R:1
H -1.3674 -1.1127 -1.5142 0.02 0.03 0.14 0.209
H 1.4389 0.4692 1.4211 0.10 -0.32 -0.34 0.194
H 1.0288 0.6584 -2.3195 -0.01 0.13 -0.12 0.219
H 1.2647 -1.0377 2.5177 0.31 0.17 0.27 0.195
C -0.5038 -0.8857 -2.1319 0.66 0.04 -0.55 -0.617
H -0.6618 0.1555 3.5990 -0.16 -0.21 -0.16 0.191
C 0.9212 -0.0610 2.2063 -0.34 0.22 -0.01 -0.396
H 0.0708 -1.8051 -2.2825 0.00 0.05 0.14 0.209
H -1.3459 0.6775 -0.1253 -0.17 0.18 0.18 0.117
S -0.6696 1.5678 -0.8567 0.46 -0.32 -0.32 -0.060
H -0.8439 -0.5882 -3.1172 -0.35 0.05 -0.13 0.212
C -0.1519 0.5238 2.7177 0.01 -0.37 0.09 -0.384
C 0.3822 0.2265 -1.5647 -0.71 -0.23 0.49 -0.493
H 1.0083 -0.1686 -0.7705 0.10 0.08 0.10 0.206
H -0.5706 1.3804 2.2208 0.09 0.52 0.22 0.197
```
Forces are in eV/Å.